(1)
C36H49CaCsF10MgN2NaO13S4 | ωB97M-V/def2-TZVPD

XYZ file:
```
118
Properties=species:S:1:pos:R:3:lowdin_charge:R:1
C -3.19938 -1.94856 2.94179 -0.11
C -2.67279 -0.46177 3.24367 -0.22
C -1.11607 -0.55209 3.34151 -0.21
C -0.33109 0.80112 3.10580 -0.17
C -1.00081 1.86412 2.15641 -0.17
N -1.15582 1.49032 0.71936 -0.06
C -0.29351 0.41823 0.29441 -0.20
C -0.83939 -0.90752 -0.02105 0.06
C 0.02445 -2.00585 -0.48866 -0.15
C -0.70567 -3.33493 -0.84669 -0.15
C -1.40454 -3.24388 -2.27665 -0.17
C -0.42383 -2.79421 -3.42652 -0.18
C -1.19518 -2.01193 -4.59363 -0.14
C -1.52009 -2.93579 -5.87098 -0.17
O -1.23658 -2.32951 -7.16684 -0.79
C -1.87286 -1.01868 -7.32187 -0.59
C -3.43108 -0.98381 -6.94636 -0.23
C 1.47574 -1.86690 -0.63126 -0.12
C 2.46841 -2.95465 -1.11671 -0.25
F 2.36853 -3.23801 -2.51780 -0.06
C 2.45005 -4.31042 -0.31737 -0.17
C 1.86182 -4.23109 1.14763 -0.11
C 2.03899 -0.52890 -0.31556 -0.03
C 1.17762 0.56048 0.11318 -0.38
S 1.78981 2.24950 0.45532 0.99
C 0.46058 3.21216 -0.37420 -0.33
C 0.72043 4.35761 -1.23338 -0.19
C 2.18630 4.82750 -1.49568 -0.08
C 2.62868 4.48923 -2.96326 -0.23
O 1.87930 5.29977 -3.88839 -0.02
C 2.40830 2.99496 -3.39937 -0.46
F 2.78588 2.06011 -2.48064 0.11
F 3.21342 2.77435 -4.53050 0.06
F 1.12098 2.71654 -3.81511 0.11
C -0.46574 4.99489 -1.85129 0.00
C -1.82249 4.52203 -1.60041 0.01
C -2.08579 3.35370 -0.71580 -0.13
C -3.59179 2.98332 -0.54005 -0.06
C -4.16295 4.29597 0.32494 -0.22
C -5.70972 4.14715 0.81690 -0.02
O -5.21286 5.07420 -0.33932 -0.17
C -0.92097 2.68898 -0.11866 -0.15
H -3.18992 -2.60175 3.84881 0.06
H -2.58520 -2.37486 2.09278 0.05
H -4.23996 -1.83692 2.54532 0.04
H -3.06023 -0.15927 4.25089 0.12
H -3.05693 0.16340 2.40186 0.08
H -0.87566 -0.88498 4.39555 0.08
H -0.67424 -1.35427 2.68206 0.09
H 0.73248 0.54326 2.83347 0.08
H -0.24606 1.30214 4.11728 0.12
H -1.97250 2.18144 2.63912 0.13
H -0.34574 2.78579 2.20730 0.11
H -1.93605 -1.07753 0.08218 0.12
H -0.09929 -4.26215 -0.71953 0.08
H -1.56875 -3.43078 -0.11940 0.11
H -1.89676 -4.21987 -2.56139 0.12
H -2.24583 -2.48861 -2.25827 0.11
H 0.39190 -2.10566 -3.09907 0.10
H 0.02651 -3.73952 -3.85355 0.11
H -0.49495 -1.15412 -4.92615 0.11
H -2.15297 -1.57544 -4.19286 0.11
H -2.56760 -3.32037 -5.76136 0.14
H -0.85279 -3.84069 -5.79263 0.13
H -1.35717 -0.17718 -6.70282 0.09
H -1.79020 -0.68971 -8.43887 0.06
H -3.91803 -1.81636 -7.52881 0.03
H -3.63860 -1.16110 -5.85746 0.06
H -3.90743 -0.01420 -7.32855 -0.10
H 3.50157 -2.51831 -0.98291 0.15
H 3.44546 -4.83908 -0.29979 0.12
H 1.76852 -5.00655 -0.89517 0.10
H 0.74274 -4.22148 1.19814 0.06
H 2.20080 -5.12780 1.74516 0.07
H 2.24208 -3.29384 1.62284 0.05
H 3.14024 -0.38815 -0.43563 0.11
H 2.84067 4.37136 -0.71334 0.09
H 2.22651 5.94522 -1.36198 0.14
H 3.71931 4.73489 -3.10522 0.16
H 1.87305 4.85531 -4.75481 0.10
H -0.30270 5.86563 -2.55373 0.08
H -2.64672 5.06479 -2.12457 0.12
H -3.78977 2.08511 0.09211 0.09
H -4.17715 3.00707 -1.49222 0.12
H -3.42747 4.82335 1.03605 0.15
H -6.09500 5.04244 1.36363 0.11
H -6.32759 3.30299 0.44566 0.10
Cs 0.31815 -1.31006 -7.98315 1.67
C 0.40079 -2.59656 5.93686 -0.47
O -0.76848 -2.99960 5.41474 -0.42
H 1.31746 -2.83914 5.35900 0.02
H 0.54342 -1.51852 6.10376 0.11
H 0.66937 -3.00010 6.93890 0.06
Mg -5.92585 -0.28749 -7.27699 0.51
O -5.86385 1.03417 4.43791 -0.19
S -6.22900 0.76674 3.04060 0.26
O -7.62463 1.16447 2.81931 -0.19
O -6.08474 -0.66617 2.74939 -0.22
O -5.33003 1.52702 2.15673 -0.23
C 3.61520 -0.99221 2.70627 -0.65
F 2.29347 -0.91718 2.52473 0.12
F 4.01154 -2.19699 2.23375 0.09
F 4.17733 -0.07194 1.90713 0.13
S 4.08331 -0.75762 4.45205 0.59
O 3.42210 -1.83591 5.15417 -0.31
O 3.61260 0.55627 4.78055 -0.24
N 5.65541 -0.91013 4.24908 -0.28
S 6.49024 -0.75570 5.57788 0.58
O 6.37484 -1.83312 6.54526 -0.31
O 6.56320 0.56146 6.13601 -0.24
C 8.13515 -1.02428 4.83790 -0.64
F 8.43033 -0.12895 3.90097 0.17
F 8.23728 -2.24383 4.23440 0.09
F 9.13957 -0.96743 5.75423 0.09
Ca 0.35114 -5.05486 5.47337 1.65
O -0.10829 7.95913 -2.70822 -0.26
H 0.76868 7.62979 -2.92699 -0.10
Na 9.22339 -3.20262 6.27335 0.85
```

Output
Highest occupied orbital energy (eV): -7.379
Molecular weight (g mol⁻¹): 1256.3
Charge: +1


(2)
C36H49Cl2F9N2O7S3 | ωB97M-V/def2-TZVPD

XYZ file:
```
108
Properties=species:S:1:pos:R:3:lowdin_charge:R:1
C -0.61127 -3.07552 2.81463 -0.16
C 0.54680 -3.85563 1.89660 -0.62
Cl 0.21577 -5.69315 2.19144 0.51
C 1.99406 -3.38517 2.50330 -0.57
Cl 1.99523 -3.94688 4.30881 0.56
N 3.20322 -4.03869 1.87653 -0.05
C 4.46526 -3.27957 2.26553 -0.22
O 5.02811 -3.04700 3.45389 0.00
C 5.04544 -2.78846 0.81389 0.03
C 6.23834 -1.75099 0.38225 -0.09
C 7.12382 -0.97543 1.52286 -0.14
C 7.52542 0.56116 1.06890 -0.12
C 8.54717 1.31483 2.14296 -0.26
O 9.79673 0.85461 2.24372 -0.02
O 8.01219 2.49579 2.89276 -0.02
C 6.52192 -1.50919 -1.21416 0.01
C 5.65007 -2.21011 -2.45149 -0.07
C 6.10892 -1.83664 -3.97720 -0.20
C 5.02583 -0.97618 -4.85152 -0.24
C 4.42886 0.35978 -4.11475 -0.47
S 5.66045 1.32183 -3.08265 0.77
C 4.59352 2.01591 -1.65713 -0.88
S 4.09958 0.89964 -0.44325 0.65
N 4.15336 3.48426 -1.58691 -0.17
C 3.20462 3.69246 -0.38816 -0.22
C 2.74469 5.29659 -0.48934 -0.15
O 1.69265 5.33007 -1.54315 -0.22
C 2.38297 5.03995 -2.82238 -0.17
C 3.20558 3.62124 -2.79514 -0.18
C 4.43370 -3.21196 -2.00253 -0.03
C 3.48230 -3.93237 -3.12612 -0.15
C 1.87449 -3.48940 -2.99425 -0.19
C 1.63388 -1.90553 -3.34208 -0.19
C 0.07514 -1.49572 -3.66637 -0.07
C -0.76011 -0.96879 -2.31529 -0.19
F -0.83764 -2.19663 -1.43744 0.00
F 0.12852 0.09191 -1.72212 -0.02
C -2.21663 -0.42063 -2.81289 -0.22
F -3.05734 -1.64076 -3.10889 0.01
F -2.18661 0.34622 -4.10045 0.01
S -3.17050 0.61668 -1.59185 1.09
F -4.15240 1.54850 -0.52631 -0.18
F -2.38753 -0.02702 -0.21431 -0.18
F -2.12811 1.97053 -1.71691 -0.18
F -4.08955 1.31490 -2.90644 -0.21
F -4.40037 -0.62673 -1.55460 -0.21
C 4.19207 -3.48084 -0.40308 0.05
C 3.13708 -4.42976 0.41828 -0.20
O 2.42388 -5.40251 -0.20863 -0.04
H -1.55568 -2.85449 2.15981 0.09
H -0.82862 -3.79787 3.73677 0.07
H -0.07932 -2.12227 3.24553 0.08
H 0.47716 -3.60135 0.75658 0.10
H 2.12867 -2.21174 2.50717 0.15
H 8.03838 -1.62413 1.87071 0.14
H 6.41836 -0.85554 2.47073 0.13
H 6.58169 1.27696 0.98857 0.08
H 8.06201 0.62425 0.02127 0.12
H 7.28671 2.94343 2.33244 0.12
H 7.39297 -0.77187 -1.51711 0.09
H 7.12558 -1.23927 -3.97260 0.11
H 6.31954 -2.84988 -4.53885 0.13
H 5.61111 -0.58788 -5.81702 0.13
H 4.22241 -1.72858 -5.25203 0.09
H 4.08392 1.09468 -4.99015 0.09
H 3.47874 0.18584 -3.45409 0.06
H 2.20464 3.08128 -0.50004 0.13
H 3.73794 3.56259 0.64571 0.12
H 2.18121 5.51495 0.52780 0.14
H 3.64567 6.01295 -0.69973 0.14
H 1.51855 4.92420 -3.63297 0.15
H 3.11266 5.92622 -3.06427 0.13
H 3.75797 3.40733 -3.81348 0.12
H 2.40955 2.75288 -2.65358 0.13
H 3.81552 -3.60539 -4.19977 0.09
H 3.51438 -5.11471 -3.09558 0.13
H 1.46409 -3.64871 -1.88463 0.10
H 1.17466 -4.18280 -3.66813 0.13
H 2.24318 -1.68711 -4.34088 0.10
H 2.14618 -1.27632 -2.49951 0.11
H 0.13278 -0.64943 -4.50619 0.14
H -0.49702 -2.44711 -4.06553 0.14
C -6.74179 0.09740 1.32693 -0.18
C -7.49824 0.75295 2.45333 -0.18
C -7.02990 -0.04064 3.65355 -0.20
O -5.69156 -0.47193 3.37078 -0.14
C -5.41885 -0.23166 1.98329 -0.22
H -6.63317 0.73105 0.44309 0.11
H -7.25019 -0.82659 1.02675 0.12
H -7.18436 1.79887 2.55141 0.12
H -8.58343 0.73217 2.32513 0.10
H -7.64446 -0.93463 3.80337 0.12
H -7.03995 0.54820 4.57530 0.12
H -4.72429 0.61317 1.92094 0.11
H -4.93937 -1.11079 1.54406 0.11
C -11.87880 3.60374 4.13767 -0.18
C -11.33084 3.20175 5.48262 -0.18
C -10.78993 1.81649 5.20317 -0.20
O -10.37604 1.80055 3.83001 -0.16
C -10.87764 2.98157 3.18907 -0.21
H -11.97473 4.68462 4.00736 0.12
H -12.86624 3.15084 3.98877 0.12
H -10.51113 3.87301 5.76469 0.12
H -12.07508 3.21576 6.28288 0.12
H -11.56636 1.05413 5.32703 0.12
H -9.94300 1.55962 5.84597 0.12
H -10.02919 3.65165 3.01259 0.12
H -11.32061 2.71796 2.22472 0.12
```

Output
Energy above the lowest of the compared OMol25 structures with the same formula, charge and spin (kcal/mol): 544.7
Highest occupied orbital energy (eV): -8.845
Molecular weight (g mol⁻¹): 959.9
SMILES string: C[C@H](Cl)[C@@H](Cl)N1C(=O)c2c(CCC(=O)O)cc(CCCSC(=S)N3CCOCC3)c(CCCCC(F)(F)C(F)(F)S(F)(F)(F)(F)F)c2C1=O.C1CCOC1.C1CCOC1


(3)
C36H49ClF3HfN4O5PS4Te | ωB97M-V/def2-TZVPD

XYZ file:
```
105
Properties=species:S:1:pos:R:3:lowdin_charge:R:1
Hf -0.39334 -0.02296 -0.32942 1.46
C 1.49944 -1.46547 2.37604 -0.17
C 1.69750 -2.18026 1.06648 -0.17
N 1.67734 -1.19724 -0.03630 -0.21
C 2.93342 -0.40374 -0.14753 -0.25
C 2.99865 0.86460 0.69457 -0.36
S 1.41955 1.74942 0.93602 0.92
C 1.25777 1.66348 2.74611 -0.38
C 0.45539 0.48826 3.30486 -0.25
N 0.30196 -0.59085 2.32331 -0.12
H 2.37111 -0.85749 2.61675 0.12
H 1.39593 -2.19511 3.18249 0.13
H 0.88661 -2.89201 0.89739 0.08
H 2.64012 -2.73522 1.06935 0.14
H 1.64878 -1.73495 -0.90572 0.09
H 3.03195 -0.12774 -1.19399 0.06
H 3.78625 -1.03904 0.11035 0.14
H 3.66373 1.57146 0.20284 0.07
H 3.39064 0.68339 1.69158 0.08
H 0.82021 2.61362 3.05609 0.09
H 2.27895 1.67928 3.12326 0.09
H -0.53556 0.80969 3.61827 0.10
H 0.94996 0.11918 4.20913 0.14
H -0.46062 -1.16839 2.66700 0.02
C -1.67692 -1.51737 -3.88803 -0.10
S -1.83504 -1.72473 -2.16020 0.46
O -2.85263 -2.67401 -1.87125 -0.26
O -0.48050 -1.97591 -1.56510 -0.51
O -2.11709 -0.35615 -1.55835 -0.50
H -1.48508 -2.50364 -4.30603 0.10
H -0.85704 -0.83235 -4.08812 0.03
H -2.63079 -1.14147 -4.25205 0.10
Cl -1.70766 5.80079 0.41144 0.75
C -1.71533 4.47864 -0.69170 -0.65
C -2.29656 4.58107 -1.94573 -0.04
C -2.21695 3.47814 -2.77043 -0.03
C -1.60230 2.32345 -2.31797 -0.19
N -1.07202 2.20814 -1.09142 -0.06
C -1.11468 3.29963 -0.31450 -0.22
H -2.77060 5.50002 -2.26181 0.13
H -2.61149 3.50268 -3.77582 0.13
H -1.51830 1.46454 -2.96480 0.07
H -0.62954 3.26516 0.64535 0.05
C 1.68223 5.22364 -1.19045 -0.04
C 2.69320 4.22611 -1.70248 -0.44
C 3.95614 4.14524 -0.87786 -0.03
O 2.05437 2.89449 -1.66305 -0.39
P 1.84268 2.14131 -3.04300 -0.08
S 0.91212 3.08400 -4.43133 0.38
S 0.94006 0.34129 -2.49028 0.46
O 3.33353 1.71515 -3.36419 -0.32
C 3.75293 1.22427 -4.68591 -0.46
C 4.32617 -0.15895 -4.48255 -0.04
C 4.73832 2.22231 -5.24412 -0.03
H 2.12094 6.22141 -1.17498 0.10
H 1.37944 4.96854 -0.17285 0.07
H 0.80437 5.24244 -1.83630 0.07
H 2.93751 4.44669 -2.74464 0.12
H 3.71578 3.93810 0.16693 0.08
H 4.48653 5.09691 -0.91784 0.10
H 4.62007 3.37217 -1.26417 0.08
H 2.86446 1.18547 -5.31908 0.11
H 5.19139 -0.11685 -3.81947 0.09
H 4.64963 -0.57007 -5.43791 0.09
H 3.57944 -0.82977 -4.05655 0.07
H 5.60473 2.30974 -4.58744 0.09
H 4.27234 3.20047 -5.35443 0.08
H 5.08174 1.89453 -6.22504 0.10
Te -2.19070 -2.74878 1.28330 1.52
C -2.04174 -4.61625 0.33882 -0.53
C -0.91773 -4.96915 -0.40088 -0.15
C -0.83730 -6.23411 -0.96288 -0.06
C -1.87362 -7.14185 -0.78388 -0.05
C -2.99194 -6.78475 -0.04554 -0.05
C -3.08000 -5.51989 0.52039 -0.12
C -1.32152 -3.31502 3.12106 -0.53
C -1.72152 -2.63904 4.27211 -0.16
C -1.13657 -2.94708 5.49429 -0.07
C -0.17583 -3.94675 5.57202 -0.06
C 0.19906 -4.63949 4.42737 -0.06
C -0.36284 -4.31936 3.19831 -0.13
H -0.11895 -4.25909 -0.55943 0.07
H 0.03310 -6.51224 -1.54114 0.11
H -1.80887 -8.12816 -1.22197 0.12
H -3.80069 -7.48920 0.09194 0.12
H -3.95684 -5.24498 1.09268 0.10
H -2.50815 -1.89312 4.22531 0.10
H -1.45490 -2.42801 6.38829 0.11
H 0.26426 -4.20154 6.52578 0.11
H 0.92795 -5.43583 4.49185 0.12
H -0.07593 -4.87356 2.31231 0.10
F -6.79004 1.83279 2.81850 0.17
C -5.62448 2.24191 3.31171 -0.59
F -5.62081 3.57771 3.33891 0.17
F -5.52162 1.80265 4.57194 0.17
C -4.45584 1.72791 2.49048 -0.06
C -3.17590 2.18057 2.77275 0.05
C -2.13106 1.68382 2.02718 -0.14
N -2.26954 0.78157 1.04035 -0.03
C -3.51820 0.36587 0.77826 -0.15
C -4.62822 0.81149 1.47295 0.06
H -2.99306 2.91062 3.54898 0.15
H -1.13642 2.04619 2.21287 0.07
H -3.64095 -0.34352 -0.02879 0.08
H -5.60792 0.44048 1.21038 0.14
```

Output
Energy above the lowest of the compared OMol25 structures with the same formula, charge and spin (kcal/mol): 0.0
Highest occupied orbital energy (eV): -13.033
Molecular weight (g mol⁻¹): 1175.6
Charge: +2


- Which value of molecular weight does entry 2 give?
  959.9 g mol⁻¹